No. 1
Density functional theory data (the ωB97M-V functional and the def2-TZVPD basis) for a structure of composition C51H57ClLaN9O3.

Summary:
gap between HOMO and LUMO (alpha / beta) = 3.74 / 5.50 eV
HOMO energy (alpha / beta) = -9.1 / -10.9 eV
net charge = +2
calculated total energy = -3187.48412 a.u.
LUMO (alpha / beta) = -5.36 / -5.36 eV

```
122
Properties=species:S:1:pos:R:3:forces:R:3
La 0.002 -0.348 0.675 -1.1 -0.4 -0.1
C 1.275 2.401 -6.569 0.0 -0.1 0.0
C 0.759 1.701 -5.353 0.2 0.3 0.7
C 0.054 0.528 -5.438 -0.1 0.0 0.3
C -0.477 -0.162 -4.308 0.0 0.2 0.1
C -1.224 -1.291 -4.653 0.9 0.6 -0.9
N -2.072 -2.079 -3.982 -0.7 -1.5 1.0
C -2.789 -1.760 -2.777 -0.4 0.3 -0.2
C -4.132 -1.088 -3.081 0.0 -0.1 0.4
C -4.926 -0.892 -1.787 -0.4 -0.5 -0.7
N -4.273 0.056 -0.928 -0.1 1.6 0.3
C -4.771 1.230 -0.582 0.4 -1.5 -0.4
C -4.052 2.236 0.069 0.8 0.4 0.5
C -4.730 3.442 0.353 0.4 -0.1 0.0
C -4.086 4.546 0.861 -0.2 -0.1 -0.1
C -4.805 5.829 1.124 0.0 0.1 0.1
C -2.721 4.432 1.116 0.1 -0.7 -0.2
C -2.000 3.248 0.926 -0.7 0.0 -0.2
C -0.613 3.307 1.289 0.9 -0.1 0.3
N 0.263 2.370 1.383 -0.7 0.1 -0.2
C 1.568 2.815 1.840 0.7 0.2 0.1
C 2.660 2.762 0.769 -0.4 0.2 -0.1
C 2.405 3.664 -0.450 0.3 0.0 0.5
N 1.768 3.118 -1.599 -0.2 -0.2 -0.3
C 1.119 2.041 -1.658 0.0 -0.2 0.3
C 0.628 1.530 -2.925 -1.0 -1.3 0.1
C 1.017 2.197 -4.074 0.1 0.3 -0.9
C -0.134 0.316 -2.973 0.9 1.6 -1.5
O -0.423 -0.355 -1.920 -0.1 -0.9 2.4
C -2.643 2.087 0.386 -0.6 0.3 -0.1
O -2.034 0.979 0.184 0.1 0.0 0.0
H 0.539 2.392 -7.367 -0.1 0.0 -0.1
H 2.168 1.902 -6.941 0.1 0.0 -0.1
H 1.532 3.431 -6.344 0.0 0.1 0.0
H -0.168 0.130 -6.417 -0.1 -0.1 -0.2
H -1.111 -1.594 -5.688 -0.1 0.0 0.0
H -2.483 -2.829 -4.520 0.1 0.2 0.0
H -2.158 -1.099 -2.179 -0.1 -0.2 0.0
H -2.972 -2.692 -2.231 0.0 0.0 0.1
H -4.716 -1.713 -3.759 -0.1 0.0 0.0
H -3.967 -0.122 -3.562 0.0 0.0 -0.1
H -5.010 -1.857 -1.273 0.0 0.2 0.0
H -5.932 -0.533 -2.015 0.1 0.0 0.2
H -3.278 -0.052 -0.712 -0.1 0.0 0.0
H -5.809 1.419 -0.832 -0.1 -0.1 -0.1
H -5.788 3.490 0.142 -0.2 0.1 -0.1
H -5.825 5.785 0.753 -0.1 0.1 0.0
H -4.297 6.659 0.636 0.0 0.1 0.0
H -4.834 6.041 2.191 -0.1 0.1 0.1
H -2.198 5.301 1.491 0.1 0.1 0.1
H -0.307 4.324 1.564 0.1 -0.1 0.0
H 1.886 2.169 2.663 -0.1 0.2 0.0
H 1.507 3.851 2.206 0.0 -0.2 0.1
H 2.821 1.726 0.457 0.1 0.0 0.0
H 3.574 3.106 1.255 0.1 -0.1 0.0
H 3.359 4.058 -0.821 -0.1 0.0 0.2
H 1.814 4.538 -0.157 0.1 0.1 0.1
H 0.917 1.390 -0.773 0.4 0.6 -0.4
H 1.568 3.117 -3.953 0.1 0.1 0.0
C 0.033 -3.481 -1.287 -0.1 -0.1 -0.4
C 1.327 -3.454 -2.122 -0.3 0.1 0.3
C 1.884 -2.163 -2.660 0.0 0.1 0.1
C 1.955 -2.002 -4.031 0.2 0.1 -0.1
C 2.636 -0.938 -4.612 0.0 0.0 0.6
C 3.317 -0.064 -3.770 0.1 -0.2 -0.3
C 3.229 -0.249 -2.418 0.0 -0.1 0.0
N 2.489 -1.240 -1.856 0.5 0.2 -1.2
N 0.115 -3.273 0.174 0.1 0.2 0.1
C -1.007 -3.963 0.819 -0.1 0.0 0.2
C -2.279 -3.175 0.977 -0.1 -0.4 -0.1
C -3.493 -3.859 0.950 0.1 0.1 0.0
C -4.659 -3.199 1.294 0.2 0.1 0.1
C -4.567 -1.867 1.669 0.1 -0.1 0.0
C -3.325 -1.257 1.640 -0.4 0.0 0.2
N -2.199 -1.878 1.284 0.1 0.1 -0.2
C 1.353 -3.778 0.769 0.2 0.1 0.0
C 1.502 -3.339 2.203 0.2 -0.2 0.0
C 2.423 -3.983 3.021 -0.1 0.2 0.0
C 2.555 -3.582 4.340 -0.2 0.1 -0.2
C 1.712 -2.588 4.808 -0.1 -0.1 -0.1
C 0.821 -2.007 3.923 0.0 -0.2 0.4
N 0.737 -2.331 2.632 0.0 0.1 -0.1
H -0.401 -4.477 -1.475 0.1 0.1 0.1
H -0.655 -2.736 -1.686 0.0 -0.1 -0.1
H 1.104 -4.057 -3.004 0.0 0.0 0.1
H 2.126 -3.980 -1.598 0.0 -0.1 -0.1
H 1.494 -2.740 -4.670 -0.1 -0.1 0.1
H 2.671 -0.820 -5.680 0.0 0.0 -0.2
H 3.911 0.745 -4.159 0.0 0.1 0.0
H 3.733 0.416 -1.731 -0.2 0.0 0.0
H -0.712 -4.211 1.845 0.0 0.0 -0.2
H -1.232 -4.915 0.313 0.1 0.2 0.1
H -3.516 -4.904 0.686 0.0 -0.1 -0.1
H -5.607 -3.714 1.292 -0.1 0.0 0.0
H -5.435 -1.313 1.980 -0.1 0.1 0.0
H -3.233 -0.218 1.922 0.0 0.0 -0.1
H 2.205 -3.359 0.234 -0.1 -0.2 0.0
H 1.415 -4.878 0.717 0.0 0.1 0.0
H 3.028 -4.784 2.625 0.0 -0.1 -0.1
H 3.280 -4.050 4.987 0.1 0.0 0.1
H 1.750 -2.263 5.834 0.0 0.1 0.1
H 0.125 -1.257 4.264 0.1 0.2 0.1
O -1.078 0.565 3.165 0.0 -0.1 -0.1
H -1.707 0.256 3.828 0.0 0.0 0.0
H -1.210 1.518 3.083 0.1 0.0 0.0
N 3.141 -0.823 0.365 0.4 0.1 0.6
C 2.187 -1.045 -0.423 0.0 -0.5 -0.4
H 4.107 -0.876 0.013 -0.2 0.0 -0.1
Cl 6.731 2.363 7.232 0.1 0.1 0.1
C 5.571 1.723 6.145 -0.3 -0.1 -0.2
C 4.232 2.110 6.254 0.3 0.0 0.1
C 3.302 1.594 5.393 0.0 -0.2 -0.3
C 3.667 0.669 4.373 0.5 0.4 0.5
C 2.731 0.130 3.516 -0.1 -0.2 -0.3
C 5.043 0.314 4.282 -0.4 0.0 -0.1
C 5.967 0.821 5.154 0.2 0.2 0.2
H 3.945 2.811 7.020 0.0 0.1 0.1
H 2.267 1.890 5.476 -0.1 0.0 0.1
H 1.686 0.357 3.628 -0.2 0.1 0.1
H 3.021 -0.538 2.725 0.0 -0.1 -0.1
H 5.342 -0.381 3.511 0.1 -0.1 -0.1
H 7.003 0.530 5.087 0.1 0.0 0.0
```
Forces are in eV/Å.

=====

No. 2
Density functional theory data (the ωB97M-V functional and the def2-TZVPD basis) for a structure of composition C51H58BrN4OP3Ti.

Summary:
gap between HOMO and LUMO = 7.85 eV
HOMO energy = -13.4 eV
net charge = +2
calculated total energy = -6719.76108 a.u.
LUMO = -5.59 eV
ΔE to the lowest compared entry with this formula, charge and spin = 6.8 kcal/mol

```
119
Properties=species:S:1:pos:R:3:forces:R:3
Ti -0.478 -0.899 0.503 -0.1 0.2 0.0
O -2.676 -1.550 0.218 0.1 -0.1 -0.1
C -3.368 -1.964 1.371 -0.1 0.1 0.2
C -4.123 -3.115 1.414 0.0 0.0 0.0
C -4.715 -3.441 2.630 0.0 0.0 0.0
C -4.540 -2.641 3.750 0.0 0.0 0.0
C -3.767 -1.490 3.679 0.0 0.1 -0.1
C -3.174 -1.139 2.472 0.0 -0.1 -0.1
P -2.121 0.282 2.093 0.2 0.1 0.0
C -3.215 1.393 1.183 -0.1 0.0 0.1
C -2.867 1.837 -0.088 0.0 -0.1 0.0
C -3.740 2.642 -0.805 0.0 0.0 0.0
C -4.960 3.004 -0.254 0.0 0.0 0.0
C -5.318 2.553 1.013 0.0 0.0 0.0
C -4.452 1.745 1.728 0.0 0.0 0.0
C -1.655 1.036 3.660 -0.1 0.0 0.0
C -1.072 0.238 4.647 0.0 0.0 -0.1
C -0.715 0.795 5.862 0.0 0.0 0.0
C -0.915 2.151 6.090 0.0 0.0 0.0
C -1.470 2.951 5.102 0.0 0.0 0.0
C -1.848 2.397 3.888 0.0 0.0 -0.1
C -3.288 -1.652 -1.041 -0.1 0.0 -0.1
C -4.622 -1.344 -1.220 0.1 0.0 0.0
C -5.140 -1.443 -2.503 0.0 0.0 0.0
C -4.335 -1.833 -3.567 0.0 0.0 0.0
C -2.997 -2.122 -3.361 0.1 0.0 0.1
C -2.451 -2.026 -2.081 -0.1 0.0 0.0
P -0.746 -2.428 -1.611 0.3 0.1 0.0
C -0.756 -4.218 -1.379 -0.2 0.0 0.1
C -0.830 -4.743 -0.091 0.1 0.0 0.0
C -0.986 -6.109 0.096 0.0 0.0 0.0
C -1.072 -6.952 -1.000 0.0 0.0 0.0
C -1.009 -6.432 -2.288 0.0 0.0 0.0
C -0.861 -5.070 -2.480 0.0 0.0 -0.1
C 0.258 -2.063 -3.072 -0.1 0.1 -0.1
C 1.321 -2.885 -3.433 0.0 -0.1 0.0
C 2.074 -2.591 -4.562 0.0 0.0 0.0
C 1.776 -1.474 -5.329 0.0 0.0 0.0
C 0.736 -0.633 -4.954 0.0 0.0 0.0
C -0.017 -0.920 -3.828 0.0 0.0 0.0
H -4.253 -3.737 0.538 0.0 0.0 0.0
H -5.316 -4.338 2.699 0.0 0.0 0.0
H -5.008 -2.916 4.684 0.0 0.0 0.0
H -3.627 -0.866 4.551 0.0 0.0 0.0
H -1.916 1.550 -0.525 0.0 0.0 0.0
H -3.469 2.984 -1.795 0.0 0.0 0.0
H -5.639 3.635 -0.810 0.0 0.0 0.0
H -6.271 2.833 1.440 0.0 0.0 0.0
H -4.740 1.388 2.711 0.0 0.0 0.0
H -0.902 -0.818 4.468 0.0 0.0 0.0
H -0.279 0.173 6.632 0.0 0.0 0.0
H -0.636 2.584 7.042 0.0 0.0 0.0
H -1.624 4.007 5.280 0.0 0.0 0.0
H -2.297 3.023 3.128 0.0 0.0 0.0
H -5.237 -1.035 -0.384 0.0 0.0 0.0
H -6.183 -1.212 -2.672 0.0 0.0 0.0
H -4.755 -1.910 -4.560 0.0 0.0 0.0
H -2.371 -2.417 -4.193 0.0 0.0 0.0
H -0.747 -4.099 0.776 0.0 0.0 0.0
H -1.033 -6.512 1.099 0.0 0.0 0.0
H -1.188 -8.018 -0.856 0.0 0.0 0.0
H -1.081 -7.089 -3.144 0.0 0.0 0.0
H -0.827 -4.676 -3.489 0.0 0.0 0.0
H 1.559 -3.766 -2.848 0.0 0.0 0.0
H 2.886 -3.247 -4.849 0.0 0.0 0.0
H 2.354 -1.258 -6.218 0.0 0.0 0.0
H 0.507 0.244 -5.545 0.0 0.0 0.0
H -0.830 -0.260 -3.548 0.0 0.0 0.0
Br 0.779 -2.084 2.090 0.0 0.1 0.0
N 0.436 0.428 -0.083 0.2 -0.3 0.1
P 1.951 1.099 -0.115 -0.4 -0.1 0.0
N 1.776 2.553 -0.838 0.2 -0.1 0.1
C 2.981 3.382 -1.054 0.1 0.0 0.1
C 2.691 4.418 -2.127 0.0 0.0 0.0
C 1.609 5.402 -1.658 0.0 0.0 0.0
C 0.659 4.731 -0.658 0.0 0.0 0.0
C 0.485 3.252 -0.966 -0.1 0.0 0.0
N 2.530 1.128 1.421 0.1 0.1 -0.2
C 1.651 1.698 2.459 -0.1 0.0 0.0
C 2.298 1.542 3.824 0.0 0.0 0.0
C 3.591 2.362 3.924 0.0 0.0 0.0
C 4.271 2.470 2.553 0.1 0.0 0.0
C 3.982 1.243 1.706 0.0 -0.1 -0.1
N 3.041 0.246 -0.978 -0.1 0.0 0.2
C 3.490 -1.067 -0.480 0.0 0.0 0.0
C 4.922 -1.335 -0.916 0.0 -0.1 0.0
C 5.062 -1.224 -2.431 0.0 0.0 0.0
C 4.525 0.115 -2.922 0.0 0.0 -0.1
C 3.099 0.335 -2.444 -0.1 0.1 -0.1
H 3.806 2.732 -1.353 0.0 0.0 0.0
H 3.279 3.873 -0.121 0.0 0.0 0.0
H 2.370 3.893 -3.030 0.0 0.0 0.0
H 3.612 4.941 -2.383 0.0 0.0 0.0
H 1.052 5.771 -2.519 0.0 0.0 0.0
H 2.069 6.274 -1.192 0.0 0.0 0.0
H -0.319 5.214 -0.662 0.0 0.0 0.0
H 1.045 4.827 0.361 0.0 0.0 0.0
H 0.090 3.117 -1.979 0.0 0.0 0.0
H -0.226 2.809 -0.272 0.0 0.0 0.0
H 0.697 1.171 2.433 0.0 0.0 0.0
H 1.448 2.759 2.255 0.0 0.0 0.0
H 2.498 0.479 3.983 0.0 0.0 0.0
H 1.583 1.841 4.589 0.0 0.0 0.0
H 4.264 1.894 4.643 0.0 0.0 0.0
H 3.377 3.361 4.306 0.0 0.0 0.0
H 5.350 2.584 2.659 0.0 0.0 0.0
H 3.919 3.357 2.020 0.0 0.0 0.0
H 4.308 0.339 2.231 0.0 0.0 0.0
H 4.525 1.278 0.762 0.0 0.0 0.0
H 2.820 -1.841 -0.885 0.0 0.0 0.0
H 3.393 -1.092 0.604 0.0 0.0 0.0
H 5.212 -2.330 -0.572 0.0 0.0 0.0
H 5.589 -0.622 -0.424 0.0 0.0 0.0
H 4.498 -2.035 -2.904 0.0 0.0 0.0
H 6.104 -1.351 -2.727 0.0 0.0 0.0
H 4.538 0.160 -4.013 0.0 0.0 0.0
H 5.161 0.929 -2.562 0.0 0.0 0.0
H 2.440 -0.428 -2.867 0.0 0.0 0.0
H 2.720 1.308 -2.755 0.0 0.0 0.0
```
Forces are in eV/Å.